The following is a DFT calculation (the ωB97M-V functional and the def2-TZVPD basis) of a structure of composition C32H35Br2KN3O5S4.

Results
Net charge   -1
2S+1   1
E_HOMO   -5.62 eV
E   -248215.013 eV
Lowest unoccupied orbital energy   2.06 eV

Geometry (Å):
K -0.38385 -0.95716 -1.13518
C 1.53859 4.19593 0.69629
C 1.35502 3.82677 2.17036
S -0.01872 2.69136 2.38484
C 0.07103 2.48982 4.16694
C 1.31715 1.74454 4.65503
S 1.24578 -0.01823 4.26823
C 3.00095 -0.36284 3.99057
C 3.63607 0.29447 2.76472
S 2.69662 -0.01137 1.26957
C 3.74925 0.86286 0.10647
C 3.52667 2.37222 0.08798
S 1.85721 2.82943 -0.42860
H 0.62633 4.66730 0.32275
H 2.33222 4.94210 0.60781
H 2.27543 3.38847 2.56187
H 1.16992 4.74506 2.73631
H 0.01512 3.46128 4.66706
H -0.83804 1.94901 4.44078
H 2.19631 2.16513 4.17359
H 1.44195 1.88110 5.73200
H 3.56462 -0.09301 4.88621
H 3.06505 -1.44815 3.89579
H 3.76691 1.36785 2.93284
H 4.63780 -0.12776 2.63469
H 4.80291 0.65598 0.31774
H 3.49918 0.42109 -0.85788
H 3.70078 2.77914 1.08360
H 4.25524 2.83135 -0.58515
Br 3.57151 -3.56314 -1.56449
C 1.79826 -3.49517 -2.32527
C 1.67635 -3.45434 -3.70294
C 0.38606 -3.49725 -4.21509
C -0.69190 -3.58355 -3.35730
C -0.45993 -3.60687 -1.98707
N 0.78905 -3.55745 -1.48377
C -1.62752 -3.55290 -0.98691
O -2.21426 -2.42593 -0.99185
O -1.85862 -4.55103 -0.29719
H 2.54816 -3.37049 -4.33427
H 0.22868 -3.45378 -5.28526
H -1.71126 -3.63019 -3.71786
Br 2.57289 1.84982 -7.74902
C 3.10011 1.06965 -6.09337
C 4.45033 0.86375 -5.85078
C 4.82363 0.28583 -4.64375
C 3.86163 -0.06466 -3.70275
C 2.51464 0.15041 -3.95958
C 2.12956 0.71395 -5.17375
C 1.46331 -0.26268 -2.92977
O 0.27553 -0.30817 -3.33066
O 1.89197 -0.54798 -1.78182
H 5.18947 1.14287 -6.58901
H 5.87257 0.10374 -4.44188
H 4.13267 -0.53666 -2.76652
H 1.07452 0.85606 -5.36594
C -5.08281 -2.18639 1.91205
N -3.97314 -1.30536 2.27441
N -3.58870 -0.43807 1.24756
C -2.21185 -0.43119 1.09859
O -1.61773 0.30827 0.32468
C -1.72507 -1.40783 2.06038
C -2.79605 -1.90815 2.69288
C -2.85535 -3.03028 3.67169
C -4.50083 0.45256 0.64860
C -4.39871 0.67493 -0.71895
C -5.26984 1.56955 -1.32159
C -6.25121 2.21451 -0.57547
C -6.35749 1.96474 0.78741
C -5.47148 1.09066 1.40607
H -5.92203 -1.58292 1.57431
H -5.38952 -2.72378 2.80637
H -4.79781 -2.89062 1.12429
H -0.69160 -1.68753 2.19458
H -1.84487 -3.28811 3.98386
H -3.30136 -3.91769 3.21593
H -3.44037 -2.75889 4.55321
H -3.64520 0.14312 -1.28399
H -5.18489 1.75244 -2.38576
H -6.93313 2.90396 -1.05751
H -7.11927 2.46250 1.37551
H -5.52062 0.90195 2.47155

Cartesian forces (eV/Å) of the 3 atoms listed first:
0.5717 0.1525 0.3540
-0.0959 0.1976 0.2024
0.2029 0.2371 -0.1878